1.
C4H7NO | ωB97M-V with the def2-TZVPD basis set

Output
DFT total energy in eV: -7796.4507
ΔE to the lowest compared entry with this formula, charge and spin in kJ/mol: 308.14
SMILES string: CC/N=C\C=O

Structure (ORCA input):
```
! RIJCOSX wB97M-V def2-TZVPD def2/J DEFGRID3
* xyz 0 1
O -2.192 -2.173 1.031
N 0.090 -0.318 -0.925
C -0.437 -1.247 -0.239
C 0.054 1.049 -0.523
C 1.494 0.833 0.204
C -1.699 -1.187 0.529
H 2.193 1.485 -0.310
H 1.949 -0.178 0.107
H 0.233 1.773 -1.326
H 0.043 -2.222 -0.306
H -2.246 -0.224 0.495
H -0.881 1.394 -0.004
H 1.400 1.015 1.268
*
```

***

2.
C27H51BCdN11O3PS3 | ωB97M-V with the def2-TZVPD basis set

Output
DFT total energy in eV: -98392.5386
ΔE to the lowest compared entry with this formula, charge and spin in kJ/mol: 62.14

Structure (ORCA input):
```
! RIJCOSX wB97M-V def2-TZVPD def2/J DEFGRID3
* xyz 2 1
Cd -0.031 0.198 0.474
S -2.225 1.232 -0.202
S 1.644 0.880 -1.298
S -0.834 -2.343 -0.108
P -0.329 -1.031 3.531
O 1.041 2.057 1.884
O 0.613 -0.858 2.366
O 0.107 -1.950 4.622
N 2.761 1.460 3.304
N 0.421 2.930 -2.717
N -4.222 -0.527 -0.973
N 4.534 2.033 2.067
N -0.600 0.990 -2.839
N -1.408 -3.245 2.701
N -2.358 -0.714 -2.123
N 0.088 -1.498 -2.499
N 0.312 0.805 5.296
N 1.333 -3.109 -1.670
N 4.901 0.972 4.132
C 4.104 1.468 3.190
C 2.231 1.962 2.152
C -0.810 0.560 4.350
C 1.022 5.259 -3.256
C 1.381 4.035 -2.418
C 0.238 -2.334 -1.453
C 0.852 -5.255 -0.535
C 5.892 2.270 1.618
C -4.377 -1.557 -1.884
C -5.406 -0.133 -0.138
C -5.747 -1.320 0.768
C 2.803 3.611 -2.799
C 0.470 1.629 -2.325
C -6.560 0.163 -1.103
C -0.731 3.103 -3.458
C 1.902 -4.170 -0.790
C 3.386 2.402 1.265
C 1.269 4.372 -0.927
C 3.094 -4.824 -1.484
C -1.350 1.912 -3.534
C 1.878 -2.731 -2.883
C -1.888 -1.835 2.884
C -2.962 -0.030 -1.124
C -5.191 1.104 0.725
C 1.110 -1.751 -3.389
C 2.393 -3.509 0.502
C -3.237 -1.667 -2.582
B -1.032 -0.501 -2.907
H 3.373 1.891 0.300
H 3.120 2.730 -2.253
H 5.893 0.900 3.992
H 3.904 -4.115 -1.651
H 6.594 2.199 2.445
H 1.795 6.012 -3.109
H -2.144 -3.947 2.687
H -5.834 -2.249 0.205
H -7.414 0.534 -0.538
H 0.088 1.496 6.006
H -1.282 -0.731 -4.055
H -2.973 -2.337 -3.381
H 2.807 -5.281 -2.431
H -0.914 1.380 3.643
H -4.959 1.976 0.117
H 2.758 -4.265 1.197
H -6.269 0.933 -1.819
H 1.254 1.125 4.701
H -6.882 -0.720 -1.652
H -4.976 -1.449 1.531
H 0.071 5.702 -2.960
H 5.953 3.275 1.203
H -5.282 -2.128 -1.968
H 0.519 -0.099 5.739
H -2.254 -1.420 1.945
H 3.209 -2.820 0.274
H 2.760 -3.176 -3.300
H 3.476 -5.612 -0.837
H -6.698 -1.136 1.265
H -1.033 4.048 -3.864
H -0.749 -3.417 3.487
H 1.603 -2.944 0.993
H -0.869 -3.297 1.807
H -6.122 1.300 1.258
H -4.400 0.963 1.454
H -2.675 -1.813 3.635
H 3.492 4.424 -2.574
H -0.064 -4.846 -0.123
H 6.173 1.558 0.840
H 4.497 0.458 4.895
H 1.251 -5.988 0.165
H 2.069 5.058 -0.646
H 0.316 4.861 -0.718
H 1.333 3.472 -0.320
H 0.996 5.017 -4.318
H 1.197 -1.206 -4.311
H 2.860 3.398 -3.868
H 0.612 -5.772 -1.465
H -1.733 0.421 4.912
H -2.260 1.642 -4.039
H 3.332 3.479 1.087
*
```

***

For each record above, in turn, the calculated gap between HOMO and LUMO values are 9.200; 8.159 eV.